Entry 1:
111
Properties=species:S:1:pos:R:3 method="wB97M-V/def2-TZVPD" total_charge=+1 orbital_gap_ev="6.469 / 6.487" fmax_ev_per_a=1.1 homo_ha="-0.354 / -0.352" lumo_ha="-0.1166 / -0.1140" de_lowest_ev=0.000 s_squared=0.7623 spin_multiplicity=2
Ti -1.44644 1.37753 -0.62725
C -1.50998 4.28255 2.26257
C -0.22428 4.35830 1.43381
C 0.87036 5.08200 2.21836
P 0.25234 2.68078 0.83378
C 0.66043 1.76548 2.35969
N 0.94426 0.39212 2.03963
Ge 0.27671 -0.39718 0.41913
N 1.69124 -0.62841 -0.87023
C 1.62973 -0.04106 -2.18948
P -0.06093 0.41240 -2.72894
C 0.20735 1.76768 -3.96206
C -1.03398 1.91193 -4.84655
C 1.48856 1.71530 -4.79512
C -0.66349 -1.07735 -3.64404
C 0.11294 -1.45797 -4.90313
C -0.68666 -2.25616 -2.67407
C 2.98136 -0.80736 -0.36447
C 4.15647 -0.36771 -0.97656
C 5.37944 -0.51851 -0.32973
C 5.45830 -1.09744 0.92540
C 4.29753 -1.57547 1.52532
C 3.09061 -1.45132 0.87383
N 1.84784 -1.94438 1.38760
C 1.63780 -1.74572 2.79089
C 1.83493 -2.71036 3.75363
C 1.65912 -2.38484 5.09495
C 1.29822 -1.09159 5.43719
C 1.07123 -0.12631 4.46143
C 1.21467 -0.45388 3.11454
C 1.39468 -3.19641 0.86270
C 2.21105 -4.28323 0.64212
C 1.65957 -5.47847 0.19400
C 0.29062 -5.55639 -0.00200
C -0.52997 -4.45076 0.19732
C 0.01969 -3.23454 0.60476
N -0.68369 -2.03416 0.74832
C -2.10925 -2.13552 0.54604
P -2.91017 -0.50253 0.38614
C -3.53667 -0.06436 2.06470
C -2.36613 -0.07793 3.04361
C -4.68787 -0.92517 2.57748
C -4.40474 -0.76054 -0.67406
C -5.03656 -2.15269 -0.59585
C -4.06652 -0.42416 -2.12576
C 1.84707 2.82427 -0.09565
C 1.76627 3.97985 -1.09491
C 3.11416 2.85296 0.75640
H -1.85070 5.29298 2.49008
H -1.33415 3.78109 3.21548
H -2.31879 3.76858 1.74618
H -0.44153 4.91928 0.51808
H 1.12531 4.54417 3.13263
H 0.50598 6.06744 2.51227
H 1.78240 5.22567 1.64312
H -0.17557 1.89775 3.06017
H 1.52923 2.24621 2.82699
H 2.05475 -0.72735 -2.93367
H 2.22079 0.88257 -2.26973
H 0.26361 2.66091 -3.32655
H -1.11190 1.09087 -5.55923
H -0.97055 2.83787 -5.41874
H -1.95507 1.95008 -4.26518
H 1.51382 0.86083 -5.46615
H 2.38740 1.68785 -4.17954
H 1.54540 2.61535 -5.40914
H -1.68996 -0.82888 -3.93331
H 1.17216 -1.61637 -4.69690
H 0.02134 -0.72190 -5.69653
H -0.28187 -2.40130 -5.28475
H 0.32448 -2.57757 -2.41556
H -1.20321 -3.10619 -3.12348
H -1.18243 -2.00023 -1.74130
H 4.13546 0.09450 -1.95295
H 6.27831 -0.16899 -0.81945
H 6.41016 -1.19678 1.42710
H 4.32887 -2.04741 2.49936
H 2.12957 -3.70929 3.45712
H 1.81845 -3.13100 5.85985
H 1.18106 -0.82399 6.47863
H 0.77494 0.87054 4.75807
H 3.27444 -4.19436 0.82663
H 2.29027 -6.33891 0.02305
H -0.15554 -6.48883 -0.32077
H -1.59273 -4.55199 0.03084
H -2.58536 -2.68515 1.36912
H -2.36671 -2.68216 -0.36941
H -3.89422 0.96664 1.94867
H -1.95243 -1.08220 3.16252
H -2.69218 0.26805 4.02524
H -1.55370 0.56348 2.70804
H -4.40393 -1.97667 2.65107
H -5.57787 -0.84649 1.95492
H -4.95976 -0.59503 3.58125
H -5.11596 -0.01610 -0.29753
H -4.40889 -2.89377 -1.09237
H -5.99583 -2.14471 -1.11482
H -5.21260 -2.48721 0.42350
H -3.31441 -1.11517 -2.51199
H -3.69251 0.60000 -2.24967
H -4.95174 -0.51282 -2.75670
H 1.87384 1.89386 -0.66227
H 1.83379 4.94658 -0.59706
H 0.83571 3.96907 -1.66855
H 2.59560 3.91780 -1.80130
H 3.16092 3.72424 1.40984
H 3.97979 2.88662 0.09185
H 3.20962 1.94903 1.35925
O -3.04297 2.56775 -0.15853
N -3.02516 3.18737 -1.25557
O -1.95449 2.94052 -1.89766

=====

Entry 2:
12
Properties=species:S:1:pos:R:3 method="wB97M-V/def2-TZVPD" orbital_gap_ev=9.684 fmax_ev_per_a=2.7 smiles=c1c[nH]cn1.O homo_ha=-0.326 lumo_ha=0.0303 de_lowest_ev=1.345
C 0.15766 -0.35353 0.16881
C -1.15428 -0.71852 -0.14828
N -2.00801 0.05432 0.58101
C -1.19082 0.89534 1.27690
N 0.10710 0.70320 1.12772
H 1.15349 -0.71488 -0.08777
H -1.48072 -1.54249 -0.78278
H -3.02135 -0.06799 0.64974
H -1.55646 1.60434 2.01969
O 2.83276 0.41236 -1.59797
H 3.64276 0.12260 -2.07567
H 2.51788 -0.39475 -1.13141

=====

Entry 3:
103
Properties=species:S:1:pos:R:3 method="wB97M-V/def2-TZVPD" orbital_gap_ev=8.085 fmax_ev_per_a=7.5 homo_ha=-0.316 lumo_ha=-0.0189 de_lowest_ev=0.532
Zn -4.50919 -10.82325 -28.49819
O -1.21703 -8.50500 -27.88310
C -1.79445 -9.53574 -27.32680
O -1.15357 -10.15618 -26.44319
O -2.99142 -9.81819 -27.62401
H -0.48574 -8.72339 -27.30075
O -2.82761 -10.78573 -32.28661
C -2.96768 -11.54495 -31.29998
O -3.45271 -11.24081 -30.16912
O -2.63623 -12.68069 -31.53248
H -2.51529 -11.63411 -32.60961
C -2.79060 -6.50324 -24.81358
C -3.13586 -5.09368 -24.46255
C -2.09336 -4.08234 -25.04495
O -4.26634 -4.92579 -25.23165
H -2.07646 -6.80647 -24.04796
H -2.34812 -6.77090 -25.77309
H -3.59172 -7.21538 -24.61568
H -3.27833 -5.04122 -23.38317
H -1.15700 -4.04455 -24.48825
H -2.53273 -3.08562 -25.08489
H -1.78652 -4.39436 -26.04325
H -3.98650 -4.89123 -26.14932
C -4.85729 -6.63713 -29.45989
C -5.35436 -7.76546 -28.52868
C -6.69864 -7.47592 -27.89946
O -7.78021 -7.30504 -28.88955
C -8.98669 -6.99863 -28.31877
N -5.39516 -8.93766 -29.34486
H -4.76549 -5.72937 -28.86353
H -5.65421 -6.38979 -30.16122
H -3.90747 -6.83343 -29.95731
H -4.63773 -7.88291 -27.71582
H -6.57450 -6.75155 -27.09449
H -7.07866 -8.35887 -27.38554
H -9.11473 -5.98918 -28.70953
H -9.24587 -7.14497 -27.27019
H -9.68783 -7.66053 -28.82710
H -6.35111 -8.81936 -29.64861
H -4.82950 -8.66180 -30.13481
C -2.25611 -14.30345 -27.13301
C -3.53658 -13.98014 -27.92642
C -4.73918 -14.94820 -27.75112
O -5.85362 -14.51548 -28.63765
C -5.79303 -14.95962 -30.02270
N -4.02141 -12.60380 -27.50263
H -2.58003 -14.54922 -26.12169
H -1.50673 -13.52833 -26.97258
H -1.83069 -15.28655 -27.33453
H -3.39970 -13.88882 -29.00392
H -5.08469 -14.96439 -26.71745
H -4.49626 -15.97959 -28.00671
H -5.49950 -16.00908 -29.99866
H -5.08475 -14.38018 -30.61489
H -6.69887 -14.95610 -30.62896
H -4.59681 -12.75815 -26.68704
H -3.15677 -12.35990 -27.04109
C 2.03812 -5.62688 -27.29566
C 3.06013 -6.49332 -27.90465
C 4.29072 -6.76231 -27.10162
O 5.21496 -7.39603 -27.88572
C 6.48024 -7.61243 -27.34103
N 2.56259 -7.81255 -28.25392
H 2.33469 -4.57856 -27.32991
H 1.75265 -5.89613 -26.27874
H 1.14551 -5.66797 -27.91988
H 3.32478 -6.07208 -28.87450
H 4.02531 -7.25809 -26.16789
H 4.70596 -5.78467 -26.85693
H 7.02557 -8.17237 -28.10074
H 6.44672 -8.19658 -26.42138
H 7.01445 -6.67759 -27.17135
H 3.26273 -8.43650 -28.62887
H 1.81235 -7.68637 -28.91824
C 3.87334 -10.72907 -26.48170
C 2.40825 -10.99081 -26.11260
C 2.13993 -12.14233 -25.22713
O 2.82556 -13.32794 -25.62719
C 2.08784 -14.12364 -26.49102
N 1.81492 -9.68766 -25.59492
H 4.29277 -11.52937 -27.09138
H 4.55937 -10.61920 -25.64183
H 3.95620 -9.86086 -27.13551
H 1.96682 -11.23368 -27.07915
H 1.06223 -12.26750 -25.12229
H 2.50771 -11.91355 -24.22688
H 1.23358 -14.55263 -25.96727
H 2.63490 -14.99357 -26.85440
H 1.61006 -13.68199 -27.36553
H 2.07076 -8.95580 -26.24225
H 0.81544 -9.74717 -25.72754
C -1.82896 -7.40192 -31.40973
O -1.35358 -6.94154 -30.16050
H -1.04365 -7.87703 -31.99765
H -2.60251 -8.13649 -31.18581
H -2.19273 -6.48286 -31.86919
H -1.20337 -7.78217 -29.72189
C -1.11901 -13.08525 -23.71178
O -1.95028 -12.12948 -24.38989
H -0.45422 -12.45322 -23.12299
H -1.62279 -13.72571 -22.98783
H -0.56590 -13.73526 -24.38976
H -1.47900 -11.43104 -24.84997

=====

Entry 4:
29
Properties=species:S:1:pos:R:3 method="wB97M-V/def2-TZVPD" total_charge=-1 orbital_gap_ev=5.921 fmax_ev_per_a=6.5 homo_ha=-0.104 lumo_ha=0.1131
C 0.16836 2.79447 4.28330
C -0.44978 3.38261 3.26839
C -1.18723 3.92918 1.94644
C -0.55316 3.32545 0.57602
C 0.04191 1.87440 0.82763
C 1.55844 1.44383 0.56665
C 2.15916 0.02319 0.77814
N 1.34232 -1.04524 1.29221
C -0.02624 -0.70549 1.56942
C -0.81410 0.62806 1.38496
H 0.91698 2.67939 5.15904
H -2.32277 3.66873 1.91131
H -1.09362 5.07477 1.94421
H 0.35740 3.97327 0.23414
H 2.27600 2.26414 0.16226
H 3.26590 -0.17144 0.56415
H -0.66636 -1.58154 1.99704
H -1.94062 0.73775 1.64843
N 0.39937 -3.69024 -1.48635
C 0.14599 -2.36868 -1.46098
C -0.43507 -1.67532 -2.51185
C -0.77207 -2.38127 -3.65806
C -0.52002 -3.74603 -3.71227
C 0.06096 -4.34907 -2.60850
H 0.43025 -1.86010 -0.54504
H -0.61870 -0.61045 -2.43545
H -1.22741 -1.87316 -4.50204
H -0.77009 -4.32727 -4.59187
H 0.27423 -5.41396 -2.60132

=====

Entry 5:
14
Properties=species:S:1:pos:R:3 method="wB97M-V/def2-TZVPD" total_charge=+1 orbital_gap_ev=11.882 fmax_ev_per_a=2.9 homo_ha=-0.561 lumo_ha=-0.1242 de_lowest_ev=0.680
C -0.24591 0.52150 0.51361
N -0.22455 -0.63255 -0.42263
H -1.26810 0.90932 0.58314
H -0.04032 0.14028 1.53829
H 0.48889 1.29625 0.32942
H -0.70623 -0.32415 -1.26336
H -0.55138 -1.48615 0.02218
H 0.77521 -0.76989 -0.61812
H 0.17117 3.13648 -2.22743
H -0.41424 3.73383 -1.00111
O -0.31566 2.87539 -1.43348
H 0.30315 -3.37121 1.91669
H 1.39499 -3.23734 0.83866
O 0.63297 -2.79173 1.22414

=====

Entry 6:
17
Properties=species:S:1:pos:R:3 method="wB97M-V/def2-TZVPD" orbital_gap_ev=9.546 fmax_ev_per_a=3.4 smiles="[H]/N=C/N(C=C)/C=N/C" homo_ha=-0.316 lumo_ha=0.0344 de_lowest_ev=2.575
H 0.94519 -2.67290 -2.00819
N 0.49216 -1.82985 -1.73157
C 0.91818 -1.56021 -0.58249
N 0.64937 -0.49208 0.21109
C 1.43077 -0.28425 1.32602
C 1.31273 0.72825 2.19608
C -0.51542 0.23801 0.00472
N -0.96089 0.51264 -1.12772
C -2.14821 1.30012 -1.34694
H 1.34375 -2.34103 0.08349
H 2.19015 -1.07061 1.47664
H 0.76095 1.64456 1.89777
H 2.08208 0.77302 2.94488
H -0.95988 0.41523 0.90067
H -2.70837 0.90309 -2.17874
H -2.84568 1.37139 -0.48258
H -1.98688 2.36463 -1.58313